1.
Entry from the OMol25 dataset: a structure of composition C12H30Cl2HgN2O4 in a non-equilibrium geometry (ωB97M-V/def2-TZVPD).

* electronic energy: -53316.91063 eV
* net charge: -1
* E_LUMO (alpha / beta): 2.7 / 2.6 eV
* multiplicity: 2
* gap between HOMO and LUMO (alpha / beta): 2.8 / 7.0 eV

Last column: Löwdin spin population.
CARTESIAN COORDINATES (ANGSTROEM)
1 H 8.846 8.480 -13.190  0.002
2 H 11.710 2.814 -7.721  0.004
3 C 8.637 9.581 -6.787  0.001
4 H 10.669 8.252 -7.536  0.002
5 C 9.703 3.279 -8.333  0.020
6 C 10.086 2.883 -14.189  0.017
7 C 10.038 2.216 -10.537  0.023
8 H 8.680 8.861 -10.731  0.001
9 C 9.096 7.966 -11.192  0.011
10 C 9.990 8.321 -8.385  0.005
11 Cl 6.842 4.225 -11.669  0.101
12 H 9.914 1.946 -14.719  0.003
13 H 7.545 7.163 -14.712  0.001
14 H 12.087 0.394 -6.540  0.000
15 C 8.190 6.341 -14.403  0.011
16 H 9.001 1.886 -10.608  0.002
17 H 11.663 2.578 -11.871  0.004
18 H 10.385 9.088 -9.051  0.000
19 H 7.882 7.337 -9.782  0.003
20 O 8.719 8.802 -7.919  0.003
21 Hg 9.388 4.838 -11.605  0.227
22 H 10.557 0.327 -5.748  0.000
23 O 9.841 2.987 -12.836  0.077
24 H 10.825 6.755 -9.463  0.007
25 C 8.393 7.772 -12.496  0.008
26 H 8.727 2.806 -8.227  0.001
27 O 10.372 1.140 -7.674  0.001
28 H 11.156 3.080 -14.265  0.002
29 H 10.442 1.343 -10.026  0.000
30 H 9.519 3.725 -14.585  0.005
31 N 8.770 6.997 -10.122  0.060
32 C 9.823 7.003 -9.115  0.020
33 H 10.396 2.751 -6.494  0.004
34 H 10.883 -0.815 -7.077  0.000
35 C 10.625 2.251 -11.932  0.027
36 H 9.066 6.288 -15.049  0.003
37 H 10.150 8.219 -11.310  0.002
38 H 9.702 4.225 -7.791  0.003
39 H 9.583 9.725 -6.264  0.000
40 H 9.708 6.263 -8.323  0.003
41 C 11.029 0.205 -6.722  0.002
42 O 8.710 6.528 -13.062  0.064
43 H 8.220 10.555 -7.042  0.000
44 H 10.627 1.230 -12.313  0.001
45 H 7.325 7.870 -12.304  0.001
46 H 8.064 9.046 -6.030  0.000
47 H 7.586 5.445 -14.548  0.003
48 C 10.700 2.468 -7.502  0.013
49 Cl 11.702 5.967 -12.538  0.137
50 N 10.117 3.487 -9.708  0.102
51 H 11.031 3.824 -9.441  0.012


2.
Entry from the OMol25 dataset: a structure of composition C12H30ClLiN2O4 in a non-equilibrium geometry (ωB97M-V/def2-TZVPD).

* electronic energy: -36827.61597 eV
* net charge: 0
* E_LUMO: 0.4 eV
* multiplicity: 1
* gap between HOMO and LUMO: 8.3 eV

Last column: Löwdin charge in e.
CARTESIAN COORDINATES (ANGSTROEM)
1 H 0.441 -2.251 2.663  0.074
2 H 2.660 -0.882 -0.096  0.107
3 H -2.345 -0.084 -0.823  0.068
4 C 0.423 2.156 1.819  -0.155
5 Cl -1.591 2.298 -2.401  -0.496
6 H -2.901 -3.703 -2.546  0.091
7 O 1.836 1.108 -1.927  -0.285
8 H 1.931 -3.196 2.743  0.085
9 C -1.628 -0.902 -0.893  -0.203
10 H 1.599 -1.965 3.936  0.086
11 H -0.698 -0.459 0.866  0.081
12 H 0.150 -2.582 0.387  0.104
13 H -1.118 2.314 3.166  0.119
14 O 2.006 -1.187 1.973  -0.226
15 H -3.423 -1.983 -0.980  0.119
16 H 0.548 1.076 1.887  0.088
17 C -2.483 -2.097 -0.441  -0.188
18 H 3.138 0.579 -3.394  0.088
19 H 1.130 2.558 2.546  0.121
20 H 1.450 0.192 -3.801  0.096
21 H 2.380 1.144 0.611  0.099
22 H 2.002 1.826 -3.863  0.093
23 H 0.845 3.554 0.389  0.115
24 H -3.730 1.782 2.555  0.090
25 H 2.376 -2.485 0.552  0.107
26 H -3.943 1.205 0.915  0.083
27 C 2.102 0.903 -3.294  -0.097
28 H 2.896 2.852 0.686  0.128
29 H -1.856 -5.001 -1.976  0.085
30 C 2.255 2.134 0.174  -0.210
31 C 2.650 2.091 -1.280  -0.192
32 N 0.868 2.545 0.418  -0.098
33 H 0.701 -2.028 -1.150  0.123
34 N -0.367 -0.572 -0.082  -0.073
35 O -2.090 -3.479 -0.628  -0.208
36 O -2.011 1.553 1.407  -0.228
37 C -2.005 -3.921 -1.964  -0.115
38 H -1.081 -3.538 -2.397  0.076
39 Li -0.006 1.295 -0.990  0.433
40 H -1.422 -0.990 -1.960  0.107
41 H -2.633 -1.959 0.630  0.124
42 H 2.509 3.081 -1.713  0.133
43 H 3.685 1.763 -1.377  0.130
44 C 1.976 -1.472 0.515  -0.141
45 C 0.565 -1.709 -0.117  -0.189
46 C -1.094 2.430 2.083  -0.182
47 C -3.380 1.907 1.530  -0.091
48 C 1.509 -2.200 2.876  -0.090
49 H -1.261 3.460 1.767  0.122
50 H -3.565 2.842 1.001  0.095


3.
Entry from the OMol25 dataset: a structure of composition C12H30GdIO2P2 in a non-equilibrium geometry (ωB97M-V/def2-TZVPD).

* electronic energy: -64521.49297 eV
* net charge: +2
* E_LUMO (alpha / beta): -10.2 / -10.3 eV
* multiplicity: 8
* gap between HOMO and LUMO (alpha / beta): 5.2 / 4.8 eV

Last column: Löwdin spin population.
CARTESIAN COORDINATES (ANGSTROEM)
1 Gd -0.175 -0.955 -0.205  6.799
2 H 0.436 2.194 2.700  0.000
3 H -1.595 3.032 1.729  0.000
4 P 1.136 -1.654 2.230  0.022
5 H -3.840 -1.015 -2.208  0.000
6 H 1.146 3.964 -0.455  0.000
7 H 2.240 0.225 3.297  0.000
8 H -1.590 -3.676 -0.976  -0.005
9 H 0.239 2.898 -1.545  0.000
10 H 0.362 0.454 -3.737  0.000
11 C -3.078 -0.981 -3.000  0.018
12 H 0.580 -4.024 2.504  0.000
13 O -0.301 1.061 0.373  -0.059
14 H -1.422 2.418 -2.596  0.000
15 C 0.997 2.493 1.807  0.000
16 H -0.334 -1.126 -4.173  0.000
17 C 2.156 -0.261 -1.026  -0.003
18 H 1.875 1.850 1.703  0.000
19 C -0.996 -3.178 -0.215  -0.182
20 H 3.400 -1.334 1.376  0.000
21 H -0.793 4.335 0.844  0.000
22 H -0.492 -2.968 3.479  0.000
23 H -1.086 0.388 -4.777  0.004
24 C 0.119 2.399 0.568  -0.002
25 C 0.546 -3.131 3.147  0.004
26 C 0.875 2.919 -0.652  -0.003
27 H 3.364 -2.502 2.727  0.001
28 C 2.847 -2.176 1.814  0.006
29 H 1.193 -3.269 4.025  0.001
30 O 3.181 0.097 -1.401  0.005
31 H 0.498 0.111 3.765  0.000
32 H -2.922 1.856 -3.395  0.003
33 H -1.686 -2.516 0.354  -0.011
34 H -1.814 3.167 -0.028  0.000
35 H 1.779 2.335 -0.851  0.000
36 H -0.562 -3.916 0.453  -0.007
37 I 1.115 -2.952 -1.948  0.273
38 H 2.833 -3.003 1.090  0.000
39 H 1.337 3.526 1.943  0.000
40 C 1.426 -0.456 3.586  0.005
41 P -1.646 0.007 -2.444  0.096
42 C -2.272 1.725 -2.518  0.013
43 H 1.704 -0.983 4.509  0.001
44 C -1.095 3.281 0.788  -0.001
45 H -3.500 -0.502 -3.894  0.004
46 C -0.577 -0.084 -3.927  0.017
47 H -2.850 1.936 -1.604  0.000
48 H -2.759 -2.008 -3.231  0.000


4.
Entry from the OMol25 dataset: a structure of composition C12H30O4PPtS2Si2 (ωB97M-V/def2-TZVPD).

* electronic energy: -71088.08495 eV
* net charge: -2
* E_LUMO (alpha / beta): 4.6 / 3.9 eV
* multiplicity: 2
* gap between HOMO and LUMO (alpha / beta): 7.1 / 6.4 eV

Last column: Löwdin spin population.
CARTESIAN COORDINATES (ANGSTROEM)
1 H 0.479 2.720 -0.458  0.000
2 C -1.191 -0.497 -0.470  0.008
3 C -0.171 1.012 -3.012  0.001
4 H -2.699 -4.283 -0.566  0.000
5 C -2.248 -2.053 -2.957  0.000
6 C -0.604 2.574 -0.427  0.001
7 H -3.391 0.819 -2.648  0.000
8 Si -2.298 -1.879 -1.079  0.003
9 H -0.913 2.486 0.617  0.000
10 C -1.900 -3.565 -0.350  0.001
11 S -0.658 -1.650 2.806  0.003
12 H 1.699 -3.467 3.896  0.000
13 C -2.961 1.552 -1.960  0.000
14 H -1.225 -2.242 -3.292  0.000
15 H 3.096 -3.007 4.897  0.000
16 H 1.301 3.120 1.984  0.000
17 H 3.003 3.180 1.546  0.000
18 C -4.099 -1.550 -0.588  0.001
19 C 2.103 1.250 1.321  0.000
20 H 3.007 0.644 1.427  0.000
21 C 3.489 4.825 -0.733  0.000
22 C 2.241 2.570 2.035  0.000
23 H -2.872 -2.892 -3.278  0.000
24 P 0.741 -1.017 1.569  -0.001
25 H 3.515 5.534 -1.614  0.000
26 H -3.622 1.627 -1.092  0.000
27 H -4.172 -1.454 0.498  0.000
28 H -2.957 2.524 -2.463  0.000
29 Si -1.187 1.108 -1.435  0.003
30 Pt 0.691 -1.394 -0.622  0.220
31 H 1.960 -1.009 3.899  0.000
32 C 2.629 -1.633 3.303  0.000
33 H -0.393 1.875 -3.646  0.000
34 C 2.698 -3.033 3.878  0.000
35 H 0.896 1.031 -2.781  0.001
36 O 2.176 -1.695 1.950  -0.003
37 O 2.777 3.812 -0.889  0.000
38 H -2.608 -1.151 -3.458  0.000
39 H 3.616 -1.162 3.289  0.000
40 H 2.494 2.407 3.086  0.000
41 O 0.987 0.536 1.914  0.002
42 H 3.344 -3.662 3.264  0.000
43 H -0.369 0.101 -3.579  0.000
44 H -1.542 -0.265 0.544  0.000
45 H -4.733 -2.388 -0.895  0.000
46 H -0.962 -3.950 -0.758  0.002
47 H 1.923 1.392 0.256  0.000
48 O 4.163 5.185 0.256  0.000
49 H -1.044 3.489 -0.837  0.000
50 S 2.065 -2.359 -2.041  0.759
51 H -1.776 -3.480 0.731  0.000
52 H -4.495 -0.638 -1.036  0.000


One value per record, in order, for energy relative to the best compared isomer or geometry (same formula, charge and spin): 9.8; 0.0; 67.3; 7.6 kcal per mole.